# 1
Entry from the Open Molecules 2025 dataset: a cluster of 14 separate species, C83H180F18N6O24P2S6 in total in a non-equilibrium geometry (ωB97M-V/def2-TZVPD).

```
319
Properties=species:S:1:pos:R:3:forces:R:3
C 1.9925 -4.3308 -1.6545 1.7 -0.3 0.6
O 2.6390 -5.5183 -1.1171 1.5 0.6 0.3
C 3.8748 -5.3141 -0.3249 -2.4 -0.4 -0.7
C 4.1132 -6.6394 0.3932 1.1 -0.5 1.1
N 4.5670 -6.4468 1.8414 2.2 -0.8 -1.5
H 5.3278 -5.7830 1.8168 0.2 0.5 0.2
H 3.8132 -6.0496 2.3837 -1.1 0.4 1.0
C 5.1280 -7.7738 2.4435 -2.6 1.2 0.5
C 5.6976 -7.5681 3.8426 -0.1 -2.4 -0.9
O 4.7404 -7.0302 4.6780 0.6 1.6 0.8
C 5.0450 -7.2574 6.0628 -1.0 -0.7 0.5
H 2.5938 -3.8372 -2.4180 0.2 -0.3 -0.5
H 1.9995 -3.5795 -0.8648 -1.0 0.0 0.2
H 1.0467 -4.6318 -2.1051 0.0 0.1 0.6
H 3.7336 -4.4743 0.3556 -0.3 0.0 0.4
H 4.7838 -5.0800 -0.8789 -0.2 0.1 -0.7
H 4.9797 -7.1321 -0.0479 -0.2 -0.1 -0.2
H 3.3220 -7.3864 0.4573 -0.4 0.6 -0.4
H 5.7833 -8.3152 1.7612 -0.1 0.4 -0.1
H 4.1298 -8.2074 2.5054 0.4 -1.2 0.3
H 6.7288 -7.2360 3.7223 0.1 1.4 0.7
H 5.8426 -8.5634 4.2626 0.4 -0.7 -0.5
H 4.9866 -8.3172 6.3106 0.2 -0.5 -0.5
H 4.2240 -6.8780 6.6712 0.1 0.6 -0.3
H 6.0103 -6.9374 6.4552 0.1 0.6 -0.6
C -6.2944 6.1697 0.3934 -0.2 -0.6 1.2
O -4.9890 5.9257 -0.1323 -1.1 -0.5 0.4
C -4.5439 6.9921 -0.8843 0.8 1.9 -0.7
C -3.3679 6.6134 -1.7791 -0.4 0.3 0.7
N -2.4028 5.7217 -1.0510 -1.0 1.0 1.1
H -2.9466 4.9000 -0.8294 0.3 -1.0 0.1
H -1.7040 5.5465 -1.7589 1.1 -0.7 -0.5
C -1.7772 6.2318 0.2604 -0.2 0.6 -1.4
C -0.6032 5.3256 0.6960 -0.4 0.5 -1.5
O 0.3754 5.2881 -0.3691 -2.1 0.9 -0.1
C 1.5316 4.5883 -0.0275 0.1 0.0 1.0
H -7.0176 6.6692 -0.2512 0.4 -0.1 -0.5
H -6.2897 6.7255 1.3310 0.5 0.6 0.0
H -6.7215 5.2281 0.7385 0.1 -0.3 -0.5
H -4.2352 7.8702 -0.3169 0.2 -0.1 0.9
H -5.3599 7.4468 -1.4460 -0.1 -0.4 -0.7
H -2.7837 7.4776 -2.0954 -0.4 0.0 -0.3
H -3.7607 6.0781 -2.6436 0.6 -0.1 -0.1
H -2.5830 6.3992 0.9750 0.0 -1.0 0.3
H -1.5379 7.2791 0.0760 0.9 -0.1 -0.4
H -1.0260 4.3309 0.8372 0.2 -0.3 0.3
H -0.2271 5.7442 1.6295 0.4 -0.1 0.1
H 2.2330 4.4717 -0.8537 -0.4 0.3 -0.2
H 1.2514 3.5978 0.3309 0.3 -0.2 0.2
H 1.9842 5.1909 0.7601 0.6 -0.5 0.2
C 1.0226 5.1069 -8.5280 0.2 -0.6 0.1
O 1.1731 3.6816 -8.4145 0.1 0.1 -0.3
C -0.0579 3.0083 -8.4668 0.8 -0.6 0.5
C 0.2505 1.5161 -8.1826 0.1 1.4 1.3
N 1.0525 1.3682 -6.8724 -0.2 0.9 0.7
H 0.9737 0.3786 -6.6866 -0.8 -1.1 1.0
H 2.0518 1.3874 -7.0182 0.5 1.1 -0.3
C 0.6417 2.1896 -5.6024 -0.9 0.0 -1.1
C 1.4489 1.9405 -4.3505 1.1 -1.5 0.0
O 2.8569 1.8834 -4.5628 0.6 1.0 -0.2
C 3.4961 3.1378 -4.9615 -0.6 -1.5 0.0
H 0.6201 5.3446 -9.5127 -0.2 0.2 0.0
H 2.0186 5.5401 -8.4358 -0.1 0.0 0.1
H 0.3722 5.4379 -7.7184 -0.1 0.4 -0.1
H -0.6047 3.1607 -9.3973 0.2 -0.3 -0.4
H -0.7244 3.4112 -7.7042 -0.2 -0.1 0.4
H 0.9103 1.0306 -8.9017 -0.5 0.1 -0.3
H -0.6872 1.0047 -7.9651 0.2 -0.3 -0.4
H -0.4071 1.9276 -5.4628 0.1 -0.3 0.3
H 0.6004 3.2612 -5.7973 0.5 -0.1 -0.7
H 1.3090 0.9416 -3.9373 -0.7 -0.1 -0.1
H 1.1580 2.6361 -3.5633 -0.1 0.4 -0.2
H 4.5612 2.9231 -5.0482 -0.1 0.0 0.1
H 3.3387 3.9061 -4.2045 -0.2 0.1 -0.4
H 3.1118 3.3613 -5.9567 0.0 0.7 0.1
C 5.8576 4.2464 -2.8458 1.6 -1.0 -0.1
C 6.8846 3.1427 -3.2917 -0.7 1.2 -1.1
C 7.0071 2.1115 -2.2696 0.4 -1.1 1.9
C 7.7966 0.8761 -2.7115 0.2 0.5 0.5
P 8.0990 -0.2712 -1.3656 1.5 -0.1 0.4
C 9.2632 0.5933 -0.1218 -0.2 -1.2 0.2
C 9.8082 -0.2538 1.1209 -1.2 0.8 -0.4
C 8.7708 -0.5629 2.2532 1.1 0.0 -0.9
C 9.5137 -1.3254 3.3731 -0.6 0.3 -0.1
C 6.5581 -0.8150 -0.6944 -0.8 0.4 0.4
C 5.3982 -1.1590 -1.6250 -1.0 -1.7 0.1
C 4.0994 -1.2021 -0.7910 -0.5 0.9 0.2
C 2.9832 -0.4619 -1.5264 -0.6 0.3 0.5
C 8.9541 -1.7565 -2.0402 -0.3 -0.6 -1.1
C 8.0749 -2.6068 -3.0887 -0.3 0.0 1.7
C 8.8157 -3.6650 -3.8450 1.4 -0.3 -1.8
C 9.9750 -3.2659 -4.7839 0.2 0.2 0.6
H 5.9346 5.1413 -3.4633 -0.5 -0.2 -0.2
H 6.1683 4.5595 -1.8490 -0.3 -0.1 0.2
H 4.8874 3.7500 -2.8282 -0.1 0.6 0.2
H 7.8743 3.5557 -3.4864 -0.1 0.2 -0.3
H 6.5359 2.5882 -4.1629 0.0 0.5 -0.7
H 6.0070 1.8091 -1.9587 0.0 0.0 0.4
H 7.5596 2.5429 -1.4349 -0.5 -0.1 0.5
H 8.8243 1.2076 -2.8600 0.1 0.0 -0.9
H 7.3218 0.4222 -3.5813 0.4 -0.2 -0.1
H 8.8629 1.5392 0.2433 -0.8 -0.2 0.0
H 10.0897 0.9245 -0.7506 0.3 -0.3 -0.2
H 10.5721 0.3831 1.5670 0.1 0.0 -0.1
H 10.3027 -1.1766 0.8175 0.0 0.0 -0.2
H 7.9891 -1.2004 1.8401 -0.1 -0.2 0.1
H 8.2657 0.3576 2.5459 0.2 0.0 0.3
H 8.8852 -1.4355 4.2568 -0.1 -0.2 0.0
H 10.4296 -0.8537 3.7289 0.0 0.3 -0.3
H 9.7996 -2.3067 2.9943 0.0 -0.1 0.1
H 6.1872 0.0060 -0.0807 0.3 0.4 0.2
H 6.7396 -1.6135 0.0251 0.0 -0.2 -0.1
H 5.4954 -2.1553 -2.0565 0.4 0.0 -0.1
H 5.1587 -0.5304 -2.4826 0.8 0.5 0.2
H 4.3054 -0.6950 0.1516 -0.2 0.3 0.1
H 3.7220 -2.1663 -0.4506 0.4 -0.4 -0.4
H 2.5189 -1.0244 -2.3364 0.4 0.0 -0.2
H 3.3273 0.5113 -1.8764 0.2 -0.1 -0.3
H 2.1530 -0.2046 -0.8687 -0.1 -0.2 0.3
H 9.3660 -2.3570 -1.2292 -0.7 -0.3 0.4
H 9.9074 -1.5418 -2.5233 -0.1 0.9 -0.4
H 7.4087 -1.9803 -3.6819 0.5 0.3 -0.3
H 7.3731 -3.2624 -2.5731 -0.3 0.5 0.8
H 8.1839 -4.2457 -4.5170 -0.8 0.2 0.4
H 9.2113 -4.4174 -3.1627 0.0 0.1 0.3
H 9.8264 -2.3765 -5.3962 -0.4 0.1 0.1
H 10.1572 -4.0880 -5.4761 0.3 0.0 0.1
H 10.8601 -3.0773 -4.1763 0.3 -0.1 -0.3
C -9.0403 0.3871 0.8117 -0.4 -1.0 -0.8
C -8.3821 -0.0148 -0.5094 2.2 0.0 0.9
C -6.9396 -0.6302 -0.1857 -1.3 0.6 -1.0
C -6.9946 -1.7049 0.8865 0.0 -0.6 0.3
P -5.5841 -2.8367 0.9586 1.2 0.0 -0.8
C -4.5151 -2.2147 2.2603 -0.7 -0.2 1.5
C -3.8564 -3.1787 3.2911 1.0 0.2 -0.5
C -2.9253 -2.3741 4.2141 -0.5 -0.3 1.2
C -2.1074 -3.2123 5.2632 -1.1 0.7 -2.1
C -6.1469 -4.5376 1.3181 0.4 1.0 1.6
C -7.1365 -5.2104 0.4305 -0.5 -1.4 -0.6
C -7.7746 -6.5324 1.0381 1.0 1.1 -0.4
C -6.7542 -7.6399 1.3289 -0.1 -0.2 -0.9
C -4.5774 -2.7191 -0.5904 -0.2 -0.8 -0.1
C -3.4699 -3.7667 -0.8370 0.2 -0.5 -0.2
C -3.8544 -4.8832 -1.8460 -0.1 -0.7 1.5
C -2.7224 -5.9293 -2.0221 0.0 1.5 -0.8
H -9.7697 1.1674 0.5941 -0.3 -0.3 0.5
H -8.3367 0.7458 1.5629 0.1 0.1 -0.2
H -9.4672 -0.5575 1.1486 -0.6 0.5 0.7
H -8.3528 0.9215 -1.0668 0.7 -0.3 -0.6
H -8.8658 -0.7919 -1.1012 -0.7 0.3 0.2
H -6.2587 0.1742 0.0925 0.2 -0.1 0.1
H -6.5541 -1.1151 -1.0826 0.1 0.3 -0.2
H -7.7707 -2.4645 0.7931 -0.7 0.4 -0.5
H -7.1468 -1.2853 1.8810 0.1 0.0 0.1
H -5.2244 -1.5997 2.8142 -0.1 0.0 0.4
H -3.8600 -1.4307 1.8802 0.5 -0.4 -0.4
H -3.2726 -3.9299 2.7593 0.3 -0.1 -0.2
H -4.5510 -3.7740 3.8837 -0.4 0.3 -0.1
H -3.5419 -1.7456 4.8568 -0.2 0.5 -0.3
H -2.2855 -1.7330 3.6076 0.2 0.0 0.1
H -1.5183 -3.8637 4.6177 0.6 -0.3 0.9
H -2.8334 -3.7697 5.8550 0.3 -0.2 0.1
H -1.5707 -2.4857 5.8732 0.3 -0.4 0.0
H -6.6121 -4.5318 2.3039 0.0 0.6 0.4
H -5.2021 -5.0226 1.5635 0.1 -0.6 -0.6
H -6.6398 -5.4272 -0.5152 -0.2 -0.3 -0.2
H -7.9714 -4.5540 0.1853 0.0 0.2 0.1
H -8.5426 -6.8162 0.3186 0.1 -0.3 0.1
H -8.2936 -6.3219 1.9732 -0.1 0.4 0.0
H -6.6049 -8.2804 0.4597 -0.4 -0.2 -0.1
H -7.1034 -8.2482 2.1633 0.4 0.0 -0.1
H -5.7292 -7.2942 1.4636 -0.1 0.3 0.7
H -4.1431 -1.7205 -0.5418 -0.2 0.2 -0.1
H -5.2083 -2.8334 -1.4719 -0.4 0.5 0.2
H -3.1221 -4.1878 0.1063 0.1 -0.3 0.1
H -2.5932 -3.2951 -1.2809 -0.1 0.4 0.2
H -4.1701 -4.4315 -2.7864 0.2 -0.1 -0.1
H -4.7097 -5.4326 -1.4527 -0.4 0.1 0.0
H -2.1811 -6.1500 -1.1021 -0.3 -0.2 0.1
H -2.0284 -5.4122 -2.6847 0.5 -0.4 0.0
H -3.0526 -6.8277 -2.5437 0.0 0.0 0.3
C -4.6393 -1.8153 -4.0570 0.1 -0.7 -0.8
C -4.7643 -0.4961 -4.8244 -0.2 -0.9 -0.1
C -4.6505 0.5732 -3.7911 0.9 1.8 -0.3
N -4.7897 2.0254 -4.3316 1.8 2.1 -0.7
C -6.0670 2.3249 -5.1678 1.5 -0.7 2.4
C -7.2560 2.1555 -4.2498 0.1 1.2 -1.3
C -7.1609 3.2056 -3.1461 1.5 -0.9 1.8
C -5.8190 3.0606 -2.2406 -0.8 0.7 -1.0
C -4.5695 3.0852 -3.1698 -1.8 -1.9 0.1
C -3.6647 2.4743 -5.3393 -0.3 -1.6 0.5
H -3.6824 -1.9256 -3.5468 -0.1 0.3 0.3
H -4.6620 -2.6696 -4.7336 0.0 0.1 -0.3
H -5.5038 -1.9661 -3.4104 0.1 0.2 0.3
H -5.7105 -0.5360 -5.3640 -0.2 0.3 0.1
H -3.9820 -0.4253 -5.5801 0.2 0.0 0.2
H -3.6333 0.5510 -3.4000 0.1 0.0 0.0
H -5.2870 0.4469 -2.9152 -0.3 0.2 -0.3
H -6.0317 1.6546 -6.0266 -0.1 0.4 -0.1
H -5.8653 3.3795 -5.3551 -0.7 -0.1 -0.8
H -7.4022 1.1247 -3.9270 0.1 0.1 0.2
H -8.0684 2.4087 -4.9309 -0.6 -0.1 0.3
H -8.0291 3.0552 -2.5046 0.0 0.5 0.2
H -7.0941 4.2348 -3.4988 -0.5 -0.1 -0.4
H -5.9049 2.2777 -1.4871 0.4 -0.6 -0.6
H -5.7447 3.9313 -1.5891 0.0 0.4 -0.2
H -3.6195 2.8160 -2.7082 -0.2 -0.1 0.1
H -4.4433 4.0657 -3.6290 -0.2 -0.1 -0.3
H -3.8486 3.4583 -5.7707 -0.6 -0.2 0.2
H -3.6900 1.6921 -6.0979 0.4 0.3 -0.2
H -2.6790 2.5567 -4.8813 -0.2 -0.5 0.4
C -4.0486 6.0063 7.7418 0.7 -1.1 -0.3
C -3.7382 4.8767 6.6960 -1.9 0.3 -1.1
C -4.6530 4.9984 5.4198 0.3 -0.6 -0.3
N -4.5059 3.7982 4.3933 0.7 0.2 0.4
C -4.8544 2.3903 5.1515 1.3 2.1 -0.6
C -4.8390 1.2441 4.1771 -0.3 -0.2 -0.2
C -5.7802 1.4073 2.9734 -0.6 -0.3 2.3
C -5.5587 2.6948 2.3001 0.5 1.9 -1.6
C -5.4432 3.9664 3.1985 0.8 -0.7 1.1
C -3.0232 3.8576 3.8019 -1.9 -1.3 1.4
H -5.0997 6.1808 7.9713 -0.2 0.0 -0.7
H -3.5438 6.9365 7.4808 -0.1 0.0 0.2
H -3.6919 5.5891 8.6836 0.5 0.5 0.1
H -4.0154 3.9222 7.1434 0.4 0.0 0.2
H -2.7081 4.8420 6.3411 0.0 0.1 0.5
H -4.4646 5.9005 4.8378 0.4 0.0 -0.1
H -5.7049 5.1107 5.6825 -0.1 -0.6 0.1
H -5.7679 2.6493 5.6868 -0.3 -0.4 -0.3
H -4.0550 2.2842 5.8848 0.0 -0.2 -0.1
H -5.1044 0.3220 4.6942 -0.1 0.1 0.4
H -3.8237 1.0415 3.8361 0.2 0.3 0.0
H -6.8014 1.5017 3.3424 -0.3 -0.8 0.3
H -5.6387 0.4753 2.4262 -0.3 0.5 -0.8
H -6.4089 3.0552 1.7209 -0.4 -0.7 -0.4
H -4.7852 2.5154 1.5532 0.5 0.9 0.2
H -6.4198 4.2391 3.5986 -0.1 -0.3 0.2
H -5.0913 4.8562 2.6764 0.1 -0.2 -0.3
H -3.0458 3.2152 2.9216 0.3 0.4 -0.2
H -2.4161 3.3685 4.5637 0.2 0.2 -0.1
H -2.7484 4.9024 3.6566 -0.2 -0.2 -0.2
C 0.1199 -0.2498 2.0079 0.8 -1.2 0.8
C 1.5336 -0.7459 2.4283 -0.3 0.1 -1.6
C 1.6279 -1.6816 3.6022 0.0 1.4 1.4
N 2.9897 -1.5691 4.3216 -0.1 -0.3 0.9
C 4.0928 -1.7990 3.2494 0.6 -0.2 0.9
C 5.4822 -2.2064 3.8080 0.0 0.5 0.6
C 5.4183 -3.2502 4.9172 -1.3 -0.3 1.1
C 4.3688 -2.9575 6.0543 -1.0 0.7 -1.4
C 2.9737 -2.7329 5.3990 0.8 -0.2 -0.2
C 3.2170 -0.1481 5.0403 0.8 -1.2 -1.3
H 0.1124 0.4096 1.1400 0.4 0.1 0.4
H -0.3062 0.2298 2.8891 -0.6 0.0 -0.3
H -0.3840 -1.1624 1.6897 -0.8 0.2 0.3
H 2.1424 0.1539 2.5165 0.5 -0.3 0.0
H 1.8372 -1.4337 1.6391 0.7 0.8 -0.8
H 1.5101 -2.7216 3.2978 0.0 0.1 0.3
H 0.8876 -1.3672 4.3379 -0.1 -0.4 0.4
H 3.7881 -2.5889 2.5630 -0.6 -0.1 0.4
H 4.2164 -0.9003 2.6451 -0.2 0.2 0.3
H 6.0366 -2.6815 2.9987 0.0 0.2 -0.3
H 6.0712 -1.3311 4.0822 -0.2 0.2 0.1
H 5.0815 -4.1376 4.3812 -0.1 -0.5 0.4
H 6.3452 -3.5042 5.4314 0.4 0.3 -0.5
H 4.2443 -3.7629 6.7781 0.2 -0.3 -0.3
H 4.5795 -2.0845 6.6720 0.5 0.1 -0.2
H 2.6456 -3.6643 4.9375 0.4 0.2 -0.9
H 2.1549 -2.6382 6.1122 0.1 1.2 0.1
H 3.2883 0.5930 4.2441 -0.4 0.0 0.0
H 4.2262 -0.1604 5.4521 -0.1 -0.3 0.1
H 2.5129 0.1321 5.8237 -0.4 -0.7 -0.3
C 1.0247 6.5795 -4.6614 -1.1 0.4 -0.1
F 1.6051 7.0457 -3.5606 -0.3 -0.4 0.1
F 1.2335 7.4766 -5.6209 0.0 -0.2 -0.2
F 1.6129 5.4230 -5.0172 -0.1 0.1 0.1
S -0.8823 6.3137 -4.4872 -2.0 1.9 -0.1
O -1.3606 5.9754 -5.8434 1.2 -0.1 1.6
O -1.0428 5.2248 -3.4943 0.4 0.4 -0.6
O -1.4392 7.6194 -3.9991 1.6 -2.4 -0.6
C -1.2796 0.9361 -1.0766 -1.9 2.1 1.2
F -1.5215 1.0430 -2.3386 -0.7 0.7 -2.5
F -1.1477 -0.3416 -0.8683 1.0 -0.9 1.2
F -0.2114 1.7250 -0.8352 0.1 -1.0 0.5
S -2.8007 1.6181 -0.0483 -0.8 -3.1 1.3
O -2.4470 1.4053 1.3427 0.6 0.0 -0.2
O -3.0195 2.9916 -0.3582 0.4 2.0 -1.2
O -3.9461 0.7701 -0.4386 1.1 0.3 -0.5
C -0.1894 -5.2396 1.9364 3.6 -0.8 2.6
F 0.3568 -5.4928 0.7350 -1.0 0.8 0.0
F -0.5218 -3.9205 2.0955 -0.2 -1.4 -0.8
F -1.1677 -6.0713 2.1895 -1.6 0.5 -0.8
S 1.1382 -5.8364 3.2762 -2.8 -0.1 0.9
O 1.2421 -7.2546 3.0102 0.5 0.3 -0.6
O 2.3246 -5.0536 2.9698 1.3 0.5 -0.5
O 0.5025 -5.5265 4.5552 0.7 0.3 -1.2
C 4.2231 3.4946 1.5644 2.3 -0.8 2.1
F 3.5178 2.4207 1.1552 -0.5 0.7 0.0
F 4.5062 4.2634 0.5209 -0.8 0.3 0.1
F 3.5588 4.1795 2.5579 0.3 -0.8 -1.8
S 5.9096 2.8401 2.3019 0.9 1.7 1.1
O 6.4180 3.9935 3.1000 -0.9 -2.1 -2.2
O 5.5589 1.7003 3.1395 -0.5 -0.2 -0.4
O 6.6630 2.4394 1.0865 -0.7 0.5 0.9
C -0.3693 -2.6365 -4.0092 -0.6 2.0 0.2
F 0.3847 -1.8307 -3.1771 -0.5 -1.1 -0.5
F 0.3248 -3.6990 -4.3634 -0.1 0.2 0.1
F -1.4569 -3.0491 -3.2733 1.1 0.5 -1.0
S -0.7929 -1.4814 -5.5218 -4.1 -0.2 0.3
O -1.3912 -0.2370 -4.9845 0.9 -1.2 0.2
O 0.4771 -1.2646 -6.1325 1.9 0.0 -0.5
O -1.7713 -2.2323 -6.3094 1.2 0.2 0.9
C 0.0669 2.3234 6.5566 1.0 -1.0 2.3
F -0.6685 3.3816 6.2183 0.1 0.0 -0.3
F 0.8583 1.9469 5.5441 -0.6 0.2 -0.4
F 0.9470 2.7095 7.5500 -1.2 -0.2 -0.9
S -1.0269 0.8631 7.2109 -1.2 -2.3 1.2
O -0.1145 -0.3190 7.3096 -1.0 2.5 -0.8
O -1.5887 1.2546 8.5299 1.2 0.2 -2.6
O -2.0655 0.7174 6.1393 1.5 0.8 1.0
```
Forces are in eV/Å.

Computed properties:
Spin multiplicity   1
LUMO level   -3.63 eV
Net charge   +2

Atom charges from the Mulliken analysis, given in e for atoms 1 to 6: -0.04, -0.52, 1.36, -1.34, 0.59, 0.42

***

# 2
Entry from the Open Molecules 2025 dataset: the molecule C21H27N3O3 (ωB97M-V/def2-TZVPD).

```
54
Properties=species:S:1:pos:R:3:forces:R:3
C 0.6957 -5.3821 0.3164 0.0 -0.3 0.0
O 0.8086 -4.1092 -0.2898 0.1 0.5 0.1
C 0.2557 -3.0290 0.3569 -0.4 0.3 0.0
C -0.6217 -2.2357 -0.3974 0.1 -0.4 0.0
C -0.9030 -2.5686 -1.8286 0.1 -0.1 0.0
C -1.1872 -1.1125 0.1754 0.1 0.0 0.4
C -0.8940 -0.7485 1.4864 0.2 -0.6 0.0
C -1.4055 0.4753 2.1389 -0.3 0.3 -0.2
O -1.4764 0.5811 3.3435 0.1 0.0 0.0
C -1.7581 1.6370 1.2152 0.1 0.3 0.5
C -2.2744 2.8407 2.0027 -0.2 -0.1 -0.2
C -2.5086 4.0216 1.0654 0.3 0.0 0.1
C -1.2341 4.3378 0.2850 -0.3 0.4 -0.1
N -0.7965 3.1602 -0.4427 0.0 0.2 0.4
C -0.8543 3.1595 -1.7872 0.2 -0.3 -0.2
O -1.1864 4.1376 -2.4309 -0.1 0.1 -0.3
C -0.4750 1.8625 -2.5220 -0.4 0.3 -0.2
N 0.8648 1.4196 -2.2643 0.4 0.1 0.0
C 2.0158 2.0858 -2.4788 0.2 -0.1 0.1
C 3.0339 1.2642 -2.0571 -0.1 0.1 0.0
C 2.3956 0.0994 -1.5915 -0.1 0.3 -0.2
C 3.0185 -1.1165 -1.0054 -0.1 0.0 0.1
N 1.0847 0.2174 -1.7257 -0.2 -0.6 0.1
C -0.5019 2.0417 0.4207 -0.2 -0.5 0.0
C -0.0197 -1.5497 2.2169 -0.1 0.1 -0.2
C 0.5737 -2.6762 1.6748 0.1 -0.1 -0.1
C 1.5822 -3.4351 2.4875 0.0 0.0 -0.1
H 1.5980 -5.6484 0.8730 -0.1 0.0 0.0
H -0.1707 -5.4352 0.9790 0.0 0.0 0.0
H 0.5648 -6.0981 -0.4971 0.0 0.0 0.1
H -1.9267 -2.3136 -2.0925 -0.1 0.0 0.0
H -0.7278 -3.6227 -2.0229 -0.1 0.0 -0.1
H -0.2283 -1.9879 -2.4572 0.0 0.0 -0.1
H -1.8890 -0.5399 -0.4111 0.0 0.1 -0.1
H -2.5292 1.3085 0.5108 0.0 0.0 -0.1
H -3.1969 2.5736 2.5202 0.1 0.0 0.1
H -1.5377 3.1070 2.7634 0.0 0.0 0.1
H -2.8123 4.9007 1.6344 -0.1 0.0 0.0
H -3.3064 3.7823 0.3589 0.0 0.1 0.0
H -1.4063 5.1335 -0.4409 0.1 -0.1 0.1
H -0.4371 4.6408 0.9723 0.0 0.0 0.0
H -0.6036 2.0729 -3.5897 0.0 0.0 0.2
H -1.1464 1.0487 -2.2388 0.1 0.0 0.0
H 2.0218 3.0682 -2.9060 0.0 0.2 -0.1
H 4.0857 1.4623 -2.0806 0.2 0.1 0.0
H 3.9464 -1.3516 -1.5222 0.0 -0.1 0.0
H 3.2452 -0.9488 0.0480 0.0 -0.1 0.1
H 2.3346 -1.9570 -1.0789 0.0 -0.1 0.0
H -0.1221 1.1896 -0.1379 0.0 0.2 0.1
H 0.2737 2.3563 1.1303 0.0 -0.1 0.0
H 0.2172 -1.2520 3.2279 0.0 0.0 0.1
H 2.4397 -3.7038 1.8738 0.1 -0.1 0.0
H 1.1540 -4.3455 2.9060 0.1 -0.1 0.0
H 1.9273 -2.8182 3.3136 0.0 0.0 0.0
```
Forces are in eV/Å.

Computed properties:
Spin multiplicity   1
LUMO level   0.54 eV
Relative energy (zero: lowest compared OMol25 entry of this formula, charge and spin)   3.103 eV
Net charge   0

Atom charges from the Mulliken analysis, given in e for atoms 1 to 6: -1.02, -0.52, 0.19, 1.30, -2.00, 0.01

***

> Among the records above, which one has the highest net charge?

C83H180F18N6O24P2S6

***

> Which formula does entry 2 have?

C21H27N3O3

***

> Which value of spin multiplicity does entry 2 give?

1

***

> Among the records above, which one has the lowest LUMO level?

C83H180F18N6O24P2S6